Entry 1:
DFT (the ωB97M-V functional and the def2-TZVPD basis) results for an isolated molecule of C5H11N at a distorted geometry.

The structure (SMILES) is C=C(N)CCC. Its charge is 0. The LUMO energy comes out at 0.822 eV. Its gap between HOMO and LUMO is 8.83 eV. Its molecular weight is 85.15 g mol⁻¹.

Each line ends with the Löwdin charge.
Cartesian coordinates (Å):
N (-0.894679, -0.618844, -1.416758)  0.07
C (1.956623, -0.859505, 0.200421)  -0.12
C (0.247101, 1.034093, -0.053055)  -0.17
C (-2.028601, 0.057672, 0.673802)  0.02
C (1.427636, 0.470207, 0.749005)  -0.25
C (-0.934212, 0.078889, -0.137448)  -0.46
H (2.816256, -1.223164, 0.760457)  0.07
H (1.064419, 0.253469, 1.762071)  0.11
H (-1.983927, -0.217720, 1.725476)  0.05
H (-2.992970, 0.123760, 0.168755)  0.05
H (2.192561, -0.781189, -0.863956)  0.07
H (-1.525524, 0.244452, -1.462656)  0.10
H (0.542898, 1.221260, -1.083145)  0.11
H (2.246487, 1.187980, 0.814247)  0.10
H (-1.489979, -1.447130, -1.393309)  0.07
H (-0.088742, 1.968255, 0.388567)  0.11
H (1.144789, -1.584478, 0.258293)  0.06

Forces on atoms 1 to 3 (eV/Å):
-1.183 2.140 0.240
-0.576 0.268 -0.344
0.288 -0.817 0.998

Entry 2:
DFT (the ωB97M-V functional and the def2-TZVPD basis) results for the ion C3H8N3O2 with charge +1 at a distorted geometry.

The structure (SMILES) is CN/C(N)=C\[N+](=O)O. Its charge is +1. The LUMO energy comes out at -4.841 eV. Its gap between HOMO and LUMO is 9.38 eV. Its molecular weight is 118.12 g mol⁻¹.

Each line ends with the Löwdin charge.
Cartesian coordinates (Å):
O (-1.475892, -1.114543, -1.132594)  0.10
O (-2.883921, -0.899545, 0.389874)  0.13
N (1.328694, 0.077259, -0.074668)  0.03
N (-1.786295, -0.547216, 0.040027)  -0.31
N (0.390886, 2.172080, 0.243599)  0.21
C (1.455617, -1.337539, 0.097855)  -0.03
C (0.225804, 0.843194, 0.110935)  -0.26
C (-1.022955, 0.337766, 0.581437)  0.01
H (1.178473, 2.709300, -0.025159)  0.13
H (2.147547, -1.523009, 0.961284)  0.13
H (2.224420, 0.415053, -0.538375)  0.20
H (1.891522, -1.696284, -0.762309)  0.07
H (-2.031570, -0.997577, -1.926554)  0.18
H (0.420479, -1.718598, 0.278374)  0.10
H (-0.613312, 2.478971, 0.348023)  0.16
H (-1.449498, 0.800688, 1.408252)  0.15

Forces on atoms 1 to 3 (eV/Å):
4.035 -0.953 -1.687
-0.487 0.473 1.787
0.248 1.850 -1.493

Entry 3:
DFT (the ωB97M-V functional and the def2-TZVPD basis) results for the ion C10H16N3O2 with charge +1 at a distorted geometry.

Its charge is +1. The LUMO energy (alpha / beta) comes out at -4.493 / -4.493 eV. Its gap between HOMO and LUMO (alpha / beta) is 5.80 / 5.80 eV. Its molecular weight is 210.26 g mol⁻¹.

Each line ends with the Löwdin charge.
Cartesian coordinates (Å):
O (-2.326766, 0.546999, 1.939407)  0.24
O (-3.853015, -0.389500, 0.698127)  0.02
N (0.185233, 0.579681, -1.405439)  0.14
N (-1.740412, -0.598267, -1.507340)  0.12
N (2.335583, 1.122064, -0.126568)  -0.06
C (1.447174, 2.242252, 0.228876)  -0.13
C (2.189335, -0.151147, 0.103592)  -0.13
C (-1.716799, 0.098642, -0.281717)  -0.11
C (-0.546264, -0.256041, -2.110832)  -0.06
C (-2.591696, 0.083920, 0.752638)  -0.25
C (-0.505050, 0.783879, -0.264834)  -0.17
C (0.058631, 1.724816, 0.729345)  -0.09
C (3.297037, -1.090500, -0.155008)  -0.26
C (3.529281, -1.881092, 1.185432)  -0.11
C (-4.480547, -0.784471, -0.540727)  0.00
H (2.715291, -1.552719, 1.794770)  0.04
H (-0.374947, -0.823102, -3.063406)  0.17
H (2.974315, -1.982469, -0.929468)  0.16
H (1.468287, 2.923584, -0.663160)  0.14
H (-3.076440, 0.672537, 2.447157)  0.12
H (3.659586, -2.985298, 1.124749)  0.08
H (-2.064517, -1.522128, -1.718445)  0.15
H (4.164786, -0.588613, -0.619865)  0.09
H (-4.249129, -1.823291, -0.641675)  0.09
H (-0.517413, 2.606973, 0.946353)  0.13
H (-5.563892, -0.737429, -0.534883)  0.11
H (4.370399, -1.521105, 1.712547)  0.05
H (-4.053712, -0.124851, -1.391512)  0.13
H (1.943474, 2.737601, 1.117020)  0.14
H (3.305485, 1.405144, -0.468745)  0.17
H (0.016688, 1.283937, 1.643606)  0.08

Forces on atoms 1 to 3 (eV/Å):
3.564 -0.074 -2.120
0.826 0.817 0.402
-1.284 -0.277 -1.608

Entry 4:
DFT (the ωB97M-V functional and the def2-TZVPD basis) results for a structure of composition C17H30N5O8P2S2V.

Its charge is -1. The LUMO energy (alpha / beta) comes out at 2.406 / 2.406 eV. Its gap between HOMO and LUMO (alpha / beta) is 6.95 / 6.38 eV. Its spin multiplicity is 2. Its molecular weight is 609.48 g mol⁻¹. Its expectation value of S² is 0.76.

Each line ends with the Löwdin charge.
Cartesian coordinates (Å):
V (-1.037252, 0.168460, -0.412999)  0.17
S (-1.069699, -1.288366, 1.734813)  0.40
S (-2.125940, -1.803180, -1.439035)  0.41
P (-1.401563, -2.538440, 0.254656)  -0.11
P (-1.324108, 1.410789, -2.408035)  0.70
O (4.779063, 1.100392, 0.880297)  0.09
O (-1.364091, 3.032079, -2.397622)  -0.29
O (-0.247345, 1.211674, -3.603476)  -0.30
O (0.549371, 3.122042, 1.534447)  0.08
O (-2.374523, -3.764341, 0.692860)  -0.34
O (0.986371, -0.577668, -0.917879)  -0.08
O (-2.675301, 1.189565, -3.278270)  -0.31
O (-0.008639, -3.300318, -0.015233)  -0.36
N (0.735530, 1.241998, 0.289178)  0.09
N (-4.497647, 2.421930, 1.253255)  0.07
N (-4.979635, 4.847708, 1.160629)  0.06
N (-2.598829, 1.224955, 0.297706)  0.03
N (2.890862, 0.257807, -0.007088)  0.23
C (3.287417, 4.065778, -0.134660)  -0.07
C (0.840666, -5.441697, -0.636307)  -0.07
C (-4.702284, 3.723537, 1.182783)  -0.42
C (3.346605, 3.573097, 1.300598)  -0.18
C (-3.471705, 1.846929, 0.765115)  -0.31
C (-3.944475, 1.113250, -2.626241)  -0.14
C (-0.373113, 3.706813, -1.618627)  -0.13
C (2.725111, 2.185820, 1.505375)  -0.30
C (1.239529, 2.221299, 1.097081)  -0.45
C (-2.076074, -4.430818, 1.929778)  -0.32
C (2.774357, 1.823795, 3.010279)  -0.17
C (2.303143, 0.415859, 3.336518)  -0.07
C (0.061545, -0.113847, -4.027659)  -0.14
C (-2.642606, -5.828693, 1.860008)  -0.08
C (1.532461, 0.300505, -0.210888)  -0.54
C (0.110716, -4.207958, -1.116693)  -0.31
C (3.572822, 1.160213, 0.774249)  -0.42
H (-2.160200, -6.408661, 1.072450)  0.07
H (2.149144, 2.562614, 3.514929)  0.12
H (3.845356, 4.995910, -0.252167)  0.07
H (3.804079, 1.975645, 3.342890)  0.12
H (2.804841, 4.257817, 1.954822)  0.12
H (-0.995783, -4.451262, 2.093922)  0.10
H (-0.274331, 4.709204, -2.033801)  0.09
H (-3.712542, -5.804329, 1.653984)  0.08
H (0.260540, -5.956396, 0.130953)  0.06
H (0.662567, -3.692120, -1.906091)  0.12
H (0.596996, 3.209958, -1.687352)  0.06
H (-4.214972, 2.085558, -2.210514)  0.08
H (-3.942768, 0.363851, -1.834924)  0.03
H (2.938950, -0.344655, 2.878181)  0.08
H (0.959985, -0.044608, -4.639984)  0.08
H (-0.754759, -0.515559, -4.631621)  0.08
H (3.411187, -0.478164, -0.460364)  0.17
H (2.322733, 0.244457, 4.413293)  0.08
H (-4.669197, 0.835836, -3.390085)  0.08
H (-2.490461, -6.342302, 2.810887)  0.07
H (1.010427, -6.135205, -1.461706)  0.07
H (-2.522811, -3.859096, 2.745905)  0.11
H (-0.670442, 3.758775, -0.571444)  0.07
H (-0.874916, -4.458199, -1.516438)  0.09
H (0.244658, -0.772491, -3.177524)  0.04
H (4.380951, 3.520608, 1.644699)  0.12
H (1.806739, -5.173099, -0.208382)  0.08
H (3.721874, 3.345514, -0.833032)  0.08
H (1.281646, 0.239204, 2.994376)  0.05
H (2.259768, 4.260228, -0.444774)  0.06

Forces on atoms 1 to 3 (eV/Å):
-0.014 -0.109 -0.145
0.007 0.068 -0.178
0.005 0.104 0.125

Entry 5:
DFT (the ωB97M-V functional and the def2-TZVPD basis) results for a structure of composition C31H39BCdN11O3S4 at a distorted geometry.

Its charge is -1. The LUMO energy comes out at 2.509 eV. Its gap between HOMO and LUMO is 7.31 eV. Its molecular weight is 865.22 g mol⁻¹.

Each line ends with the Löwdin charge.
Cartesian coordinates (Å):
Cd (1.142297, -0.257837, -0.765352)  1.14
S (-0.830879, 1.497222, 0.451770)  0.60
S (1.286861, -2.644472, -0.184828)  0.22
S (0.241600, 1.247677, -2.912271)  0.62
S (2.384719, -2.635615, -1.948942)  0.03
O (3.772233, -2.922556, -1.619559)  -0.42
O (1.771474, -3.590786, -2.852851)  -0.42
O (2.239241, -1.231115, -2.450056)  -0.61
N (-1.623630, -0.544083, -3.769714)  -0.11
N (3.601399, 0.931188, -0.772789)  0.12
N (0.154034, 3.865198, -0.425033)  -0.12
N (1.074955, 1.150131, 3.312171)  0.16
N (-3.430563, -3.850038, 0.435280)  -0.09
N (2.925202, -0.150271, 1.595743)  0.14
N (-1.649225, 3.265725, -1.487866)  -0.03
N (-2.519094, 1.235388, -2.869871)  0.01
N (-2.915062, -2.336747, 2.276365)  -0.08
N (-2.137381, -1.825077, 0.021529)  -0.09
N (-4.513208, -1.668326, 0.559474)  -0.08
C (3.098988, 2.799786, -2.267292)  -0.07
C (0.234289, -1.030390, 3.815426)  -0.05
C (-0.911722, -0.478418, 4.361346)  -0.08
C (-4.650773, -3.078187, 0.189148)  -0.19
C (-0.024599, 1.680892, 3.848278)  -0.36
C (4.079565, -2.479670, 2.527037)  -0.05
C (-0.145038, 3.178402, 3.816794)  -0.05
C (-3.531963, 0.455971, -3.388623)  -0.10
C (1.257184, 3.876780, 0.518421)  -0.04
C (-3.390558, -1.105000, -0.218453)  -0.18
C (3.008851, -1.910519, 3.195497)  -0.03
C (-2.986655, -0.646402, -3.942327)  -0.07
C (-1.227540, 4.466529, -2.010642)  -0.07
C (1.206386, -0.179972, 3.296447)  -0.23
C (-0.110650, 4.850739, -1.358509)  -0.06
C (-2.332678, -3.232949, -0.333769)  -0.19
C (-0.652386, -1.544013, -4.182924)  -0.03
C (4.014540, 1.725395, -1.761444)  -0.31
C (-1.838971, -1.756691, 1.454833)  -0.23
C (4.451082, 0.049618, -0.240080)  -0.22
C (5.296672, 1.611586, -2.296014)  -0.03
C (-1.343503, 0.628449, -3.130162)  -0.68
C (-0.791011, 2.895000, -0.520405)  -0.79
C (2.439174, -0.754291, 2.678477)  -0.25
C (5.744104, -0.109924, -0.713442)  -0.01
C (-3.100146, -3.729719, 1.858398)  -0.18
C (-4.150412, -1.603656, 1.978332)  -0.18
C (3.968140, -0.686710, 0.966598)  -0.25
C (-1.042140, 0.897013, 4.389475)  -0.04
C (4.564938, -1.871229, 1.390285)  -0.03
C (6.164202, 0.672895, -1.773835)  -0.05
B (-2.900029, 2.495532, -1.982976)  -0.46
H (0.526356, 5.710803, -1.473230)  0.11
H (2.618043, -2.359870, 4.098621)  0.11
H (-1.407761, -3.772618, -0.140678)  0.08
H (-0.914110, -2.305072, 1.644035)  0.08
H (-4.966620, -2.026294, 2.570944)  0.12
H (-0.841219, -2.493832, -3.683975)  0.09
H (-3.526682, 2.091138, -1.031380)  0.06
H (-3.253392, -0.057586, 0.053637)  0.08
H (-3.543413, 3.253591, -2.677711)  0.07
H (-0.772557, 3.548015, 4.628809)  0.07
H (5.328833, -2.347344, 0.795144)  0.11
H (0.842651, 3.632728, 3.871304)  0.07
H (-1.759898, 4.942183, -2.815441)  0.11
H (6.410471, -0.825420, -0.254837)  0.11
H (-3.639762, -1.168507, -1.275631)  0.10
H (-4.893659, -3.135793, -0.874564)  0.12
H (-2.178010, -4.282479, 2.051576)  0.12
H (1.541808, 2.854079, 0.758343)  0.05
H (0.342588, -1.218378, -3.900995)  0.03
H (-4.565267, 0.747788, -3.293598)  0.12
H (-0.691874, -1.682669, -5.264084)  0.09
H (-3.908989, -4.170858, 2.447231)  0.12
H (-3.442625, -1.495049, -4.425426)  0.12
H (2.118168, 2.711779, -1.814125)  -0.01
H (5.596347, 2.256779, -3.112986)  0.11
H (7.168023, 0.570254, -2.167744)  0.11
H (-5.472410, -3.519835, 0.760965)  0.12
H (-1.698710, -1.116854, 4.744048)  0.10
H (-4.012193, -0.557175, 2.257301)  0.12
H (0.349677, -2.104359, 3.744407)  0.11
H (0.967414, 4.380833, 1.441167)  0.08
H (3.517461, 3.782762, -2.033824)  0.08
H (-1.703667, -0.713251, 1.742529)  0.06
H (2.974883, 2.730474, -3.349385)  0.08
H (-1.919903, 1.369367, 4.813098)  0.11
H (-0.601600, 3.460898, 2.864363)  0.05
H (-2.569958, -3.303760, -1.397601)  0.12
H (2.097977, 4.402259, 0.070130)  0.08
H (4.511263, -3.411178, 2.872468)  0.11

Forces on atoms 1 to 3 (eV/Å):
-0.813 1.324 0.136
0.137 -0.409 0.086
-0.113 0.049 0.213

Entry 6:
DFT (the ωB97M-V functional and the def2-TZVPD basis) results for a structure of composition C12H18CaN2O10 at a distorted geometry.

Its charge is 0. The LUMO energy comes out at 0.633 eV. Its gap between HOMO and LUMO is 8.51 eV. Its molecular weight is 390.36 g mol⁻¹.

Each line ends with the Löwdin charge.
Cartesian coordinates (Å):
Ca (-0.659758, 0.212329, -0.791911)  1.40
O (0.668940, 0.406917, 1.261086)  -0.12
O (0.471488, -1.956900, -1.006450)  0.07
O (1.890017, -3.695050, -0.882165)  0.10
O (-1.386860, 2.283320, -0.144245)  0.02
O (0.271632, 0.460375, -2.715466)  -0.58
O (0.089484, 3.427960, 1.078260)  0.10
O (-1.309785, -0.405469, 1.551913)  -0.12
O (0.837543, -2.997366, 0.944617)  0.08
O (-0.103939, 0.152091, 3.256910)  0.04
O (-1.819716, 4.379100, 0.511595)  0.09
N (-2.564540, -0.832851, -3.026695)  0.03
N (-0.240824, 0.061285, 2.057547)  -0.60
C (-3.210110, -0.358307, -0.953999)  -0.18
C (-2.822913, -1.720338, -1.019386)  -0.13
C (1.518703, -4.176035, 1.376873)  -0.06
C (-1.044677, 3.279558, 0.435871)  -0.54
C (-1.074706, 5.449352, 1.083086)  -0.07
C (1.528851, 5.345109, 1.032015)  -0.02
C (-3.008278, 0.161941, -2.218768)  -0.19
C (0.234655, 4.813803, 1.575760)  -0.25
C (3.765786, -4.760005, 0.275198)  -0.03
C (2.265781, -4.652887, 0.121526)  -0.30
C (1.001460, -2.818617, -0.373153)  -0.53
C (-2.393642, -1.979931, -2.298258)  -0.12
H (-3.346327, 1.120732, -2.574349)  0.13
H (-2.342240, -0.698250, -3.995994)  0.16
H (1.932042, -5.617272, -0.265038)  0.15
H (3.959876, -5.298415, 1.207751)  0.09
H (0.269434, 4.646513, 2.650821)  0.16
H (4.172476, -5.423398, -0.490951)  0.08
H (2.218029, 4.506223, 0.960457)  0.10
H (0.801063, -4.927474, 1.700439)  0.13
H (1.410807, 5.823575, 0.059333)  0.09
H (0.617263, 0.450435, -3.609523)  -0.10
H (-2.798731, -2.459851, -0.235003)  0.11
H (1.975586, 6.095535, 1.685865)  0.09
H (-2.127441, -2.884788, -2.814276)  0.12
H (-3.590145, 0.194162, -0.111810)  0.11
H (2.182556, -3.880348, 2.183872)  0.14
H (-0.884636, 6.231942, 0.350757)  0.13
H (4.295022, -3.811764, 0.250666)  0.10
H (-1.649246, 5.853045, 1.915204)  0.13

Forces on atoms 1 to 3 (eV/Å):
1.366 -0.641 -0.481
0.205 0.154 -0.349
0.000 -0.216 0.038

Question: Look up the charge of the second one.
Answer: +1